Record 1
Here is a structure of composition C13H28B2ClO6P2Pb at a distorted geometry from OMol25. Energies are from ωB97M-V/def2-TZVPD.

The geometry in ORCA input format:
```
! wB97M-V def2-TZVPD RIJCOSX def2/J DEFGRID3
* xyz 1 1
C 1.366 2.939 -2.337
C 0.096 2.411 -2.151
C -0.226 0.940 -1.659
C -1.113 0.384 -2.891
O 0.903 0.131 -1.264
B 0.515 -1.010 -0.429
B 0.577 -2.338 -1.446
O -0.682 -2.940 -1.801
C 1.909 -3.038 -2.035
C 3.119 -2.048 -2.341
P 1.639 -1.535 1.067
C 1.065 -3.168 1.831
C 1.465 -0.302 2.527
C 2.003 -1.076 3.851
O -0.763 -0.561 0.120
C -1.078 0.781 -0.280
C -2.662 0.843 -0.341
C -3.369 0.493 1.064
C -4.263 1.692 1.629
Cl -4.076 1.928 3.443
P -0.535 2.204 0.836
O -0.895 2.029 2.309
O 1.171 2.482 0.770
O -1.230 3.695 0.384
H 2.298 2.358 -2.562
H 1.460 4.065 -2.296
H -0.810 3.073 -2.323
H -1.607 -0.566 -2.502
H -1.885 1.155 -3.166
H -0.436 0.086 -3.741
H -0.548 -3.391 -2.655
H 2.302 -3.874 -1.384
H 1.628 -3.521 -3.034
H 3.583 -1.740 -1.348
H 2.835 -1.159 -2.981
H 3.963 -2.568 -2.904
H 0.183 -2.907 2.501
H 0.747 -3.937 1.073
H 1.857 -3.611 2.518
H 2.042 0.649 2.358
H 0.357 -0.164 2.686
H 1.133 -1.682 4.251
H 2.363 -0.337 4.625
H 2.839 -1.753 3.480
H -3.002 1.869 -0.693
H -3.111 0.111 -1.086
H -4.068 -0.382 0.906
H -2.607 0.158 1.838
H -3.987 2.617 1.050
H -5.369 1.492 1.462
H 1.494 2.851 1.647
H -1.710 3.600 -0.459
Pb 3.123 2.570 1.885
*
```

Computed properties:
HOMO energy: -9.9696 eV
LUMO: -6.70 eV
strongest force on any atom: 0.1147 Eh/bohr

For reference, the Löwdin charges in units of e are:
1. C 0.04
2. C -0.12
3. C -0.38
4. C 0.01
5. O 0.02
6. B -0.89
7. B -0.35
8. O 0.09
9. C -0.15
10. C -0.13
11. P 1.19
12. C -0.23
13. C -0.41
14. C -0.14
15. O 0.04
16. C -0.35
17. C -0.11
18. C -0.22
19. C -0.55
20. Cl 0.50
21. P 0.76
22. O -0.30
23. O -0.46
24. O -0.14
25. H 0.08
26. H 0.08
27. H 0.12
28. H 0.09
29. H 0.10
30. H 0.11
31. H 0.10
32. H 0.12
33. H 0.12
34. H 0.06
35. H 0.08
36. H 0.08
37. H 0.07
38. H 0.07
39. H 0.07
40. H -0.10
41. H 0.08
42. H 0.08
43. H 0.08
44. H 0.06
45. H 0.11
46. H 0.13
47. H 0.12
48. H 0.10
49. H 0.06
50. H 0.08
51. H -0.27
52. H 0.05
53. Pb 1.34


Record 2
Here is the molecule CCl2FNO at a distorted geometry from OMol25. Energies are from ωB97M-V/def2-TZVPD.

The geometry in ORCA input format:
```
! wB97M-V def2-TZVPD RIJCOSX def2/J DEFGRID3
* xyz 0 1
O 1.387 1.291 0.001
C 0.748 0.323 0.025
F 1.435 -1.148 -0.131
N -0.523 -0.066 0.179
Cl -1.813 1.298 -0.030
Cl -1.234 -1.697 -0.043
*
```

Computed properties:
energy above the lowest of the compared OMol25 structures with the same formula, charge and spin: 0.180 eV
SMILES: O=C(F)N(Cl)Cl
HOMO energy: -11.2342 eV
LUMO: -2.19 eV
strongest force on any atom: 0.0898 Eh/bohr

For reference, the Löwdin charges in units of e are:
1. O 0.19
2. C -0.53
3. F -0.18
4. N -0.69
5. Cl 0.56
6. Cl 0.64


Record 3
Here is a structure of composition CH6MnO10P at a distorted geometry from OMol25. Energies are from ωB97M-V/def2-TZVPD.

The geometry in ORCA input format:
```
! wB97M-V def2-TZVPD RIJCOSX def2/J DEFGRID3
* xyz -2 7
Mn -15.069 -0.552 -14.010
C -15.111 0.581 -16.264
O -15.446 0.715 -17.436
O -14.251 -0.194 -15.803
O -15.956 0.793 -15.410
P -14.820 -3.147 -13.754
O -16.007 -2.315 -14.333
O -15.274 -4.066 -12.600
O -13.982 -1.938 -13.232
O -14.143 -3.921 -14.934
O -16.280 -0.086 -12.427
H -15.757 -0.020 -11.628
H -17.187 -0.103 -12.119
O -13.882 1.018 -13.050
H -13.254 0.550 -12.500
H -13.538 1.909 -13.102
O -18.386 -2.079 -13.246
H -18.537 -1.568 -14.041
H -17.435 -2.172 -13.197
*
```

Computed properties:
HOMO energy (alpha / beta): 0.4904 / 0.4554 eV
LUMO (alpha / beta): 4.57 / 3.66 eV
strongest force on any atom: 0.1209 Eh/bohr
⟨S²⟩: 12.014

For reference, the Löwdin charges in units of e are:
1. Mn 0.71
2. C -1.00
3. O 0.10
4. O 0.04
5. O 0.07
6. P -0.06
7. O -0.45
8. O -0.49
9. O -0.46
10. O -0.49
11. O -0.06
12. H 0.07
13. H 0.07
14. O -0.05
15. H 0.06
16. H 0.06
17. O -0.10
18. H 0.01
19. H -0.03


Record 4
Here is the molecule C25H24N4O from OMol25. Energies are from ωB97M-V/def2-TZVPD.

The geometry in ORCA input format:
```
! wB97M-V def2-TZVPD RIJCOSX def2/J DEFGRID3
* xyz 0 1
O -3.815 -1.960 0.456
C -3.212 -0.927 0.265
C -3.045 0.060 1.428
N -2.012 1.047 1.317
C -0.661 0.939 1.589
N -0.066 -0.209 2.047
C 1.306 -0.033 2.496
C 2.303 -0.067 1.332
N 2.140 -1.313 0.613
C 3.198 -1.850 -0.113
C 4.368 -1.134 -0.375
C 5.428 -1.727 -1.035
C 5.351 -3.041 -1.461
C 4.195 -3.761 -1.211
C 3.136 -3.180 -0.544
C 0.786 -1.470 0.130
C -0.181 -1.459 1.319
N -0.033 2.084 1.520
C -0.981 3.022 1.208
C -0.860 4.392 1.020
C -2.006 5.103 0.722
C -3.246 4.478 0.618
C -3.384 3.112 0.796
C -2.238 2.393 1.087
C -2.602 -0.610 -1.048
C -2.551 0.673 -1.586
C -1.945 0.884 -2.812
C -1.384 -0.174 -3.509
C -1.456 -1.458 -2.993
C -2.071 -1.677 -1.776
H -4.003 0.582 1.536
H -2.899 -0.536 2.337
H 1.379 0.923 3.012
H 1.524 -0.850 3.190
H 3.312 -0.015 1.741
H 2.120 0.809 0.692
H 4.452 -0.100 -0.078
H 6.320 -1.149 -1.227
H 6.180 -3.499 -1.978
H 4.120 -4.791 -1.529
H 2.257 -3.772 -0.335
H 0.687 -2.401 -0.424
H 0.518 -0.637 -0.545
H -1.198 -1.619 0.972
H 0.084 -2.263 2.011
H 0.101 4.873 1.109
H -1.945 6.170 0.571
H -4.120 5.070 0.393
H -4.355 2.643 0.714
H -3.008 1.504 -1.076
H -1.910 1.882 -3.221
H -0.900 0.001 -4.458
H -1.036 -2.288 -3.541
H -2.142 -2.673 -1.364
*
```

Computed properties:
energy above the lowest of the compared OMol25 structures with the same formula, charge and spin: 0.495 eV
SMILES: O=C(Cn1c(N2CCN(c3ccccc3)CC2)nc2ccccc21)c1ccccc1
HOMO energy: -7.6656 eV
LUMO: 0.06 eV
strongest force on any atom: 0.0141 Eh/bohr

For reference, the Löwdin charges in units of e are:
1. O 0.11
2. C -0.35
3. C -0.04
4. N 0.04
5. C -0.30
6. N -0.04
7. C -0.14
8. C -0.15
9. N -0.10
10. C -0.23
11. C -0.03
12. C -0.09
13. C -0.11
14. C -0.09
15. C -0.03
16. C -0.13
17. C -0.11
18. N 0.18
19. C -0.22
20. C -0.02
21. C -0.10
22. C -0.10
23. C -0.05
24. C -0.19
25. C -0.16
26. C -0.01
27. C -0.06
28. C -0.07
29. C -0.07
30. C -0.03
31. H 0.14
32. H 0.15
33. H 0.12
34. H 0.13
35. H 0.12
36. H 0.12
37. H 0.10
38. H 0.10
39. H 0.10
40. H 0.10
41. H 0.10
42. H 0.11
43. H 0.14
44. H 0.09
45. H 0.14
46. H 0.11
47. H 0.10
48. H 0.10
49. H 0.11
50. H 0.10
51. H 0.11
52. H 0.11
53. H 0.11
54. H 0.12


What did the fourth record say?
Here is the molecule C25H24N4O from OMol25. Energies are from ωB97M-V/def2-TZVPD.

The geometry in ORCA input format:
```
! wB97M-V def2-TZVPD RIJCOSX def2/J DEFGRID3
* xyz 0 1
O -3.815 -1.960 0.456
C -3.212 -0.927 0.265
C -3.045 0.060 1.428
N -2.012 1.047 1.317
C -0.661 0.939 1.589
N -0.066 -0.209 2.047
C 1.306 -0.033 2.496
C 2.303 -0.067 1.332
N 2.140 -1.313 0.613
C 3.198 -1.850 -0.113
C 4.368 -1.134 -0.375
C 5.428 -1.727 -1.035
C 5.351 -3.041 -1.461
C 4.195 -3.761 -1.211
C 3.136 -3.180 -0.544
C 0.786 -1.470 0.130
C -0.181 -1.459 1.319
N -0.033 2.084 1.520
C -0.981 3.022 1.208
C -0.860 4.392 1.020
C -2.006 5.103 0.722
C -3.246 4.478 0.618
C -3.384 3.112 0.796
C -2.238 2.393 1.087
C -2.602 -0.610 -1.048
C -2.551 0.673 -1.586
C -1.945 0.884 -2.812
C -1.384 -0.174 -3.509
C -1.456 -1.458 -2.993
C -2.071 -1.677 -1.776
H -4.003 0.582 1.536
H -2.899 -0.536 2.337
H 1.379 0.923 3.012
H 1.524 -0.850 3.190
H 3.312 -0.015 1.741
H 2.120 0.809 0.692
H 4.452 -0.100 -0.078
H 6.320 -1.149 -1.227
H 6.180 -3.499 -1.978
H 4.120 -4.791 -1.529
H 2.257 -3.772 -0.335
H 0.687 -2.401 -0.424
H 0.518 -0.637 -0.545
H -1.198 -1.619 0.972
H 0.084 -2.263 2.011
H 0.101 4.873 1.109
H -1.945 6.170 0.571
H -4.120 5.070 0.393
H -4.355 2.643 0.714
H -3.008 1.504 -1.076
H -1.910 1.882 -3.221
H -0.900 0.001 -4.458
H -1.036 -2.288 -3.541
H -2.142 -2.673 -1.364
*
```

Computed properties:
energy above the lowest of the compared OMol25 structures with the same formula, charge and spin: 0.495 eV
SMILES: O=C(Cn1c(N2CCN(c3ccccc3)CC2)nc2ccccc21)c1ccccc1
HOMO energy: -7.6656 eV
LUMO: 0.06 eV
strongest force on any atom: 0.0141 Eh/bohr

For reference, the Löwdin charges in units of e are:
1. O 0.11
2. C -0.35
3. C -0.04
4. N 0.04
5. C -0.30
6. N -0.04
7. C -0.14
8. C -0.15
9. N -0.10
10. C -0.23
11. C -0.03
12. C -0.09
13. C -0.11
14. C -0.09
15. C -0.03
16. C -0.13
17. C -0.11
18. N 0.18
19. C -0.22
20. C -0.02
21. C -0.10
22. C -0.10
23. C -0.05
24. C -0.19
25. C -0.16
26. C -0.01
27. C -0.06
28. C -0.07
29. C -0.07
30. C -0.03
31. H 0.14
32. H 0.15
33. H 0.12
34. H 0.13
35. H 0.12
36. H 0.12
37. H 0.10
38. H 0.10
39. H 0.10
40. H 0.10
41. H 0.10
42. H 0.11
43. H 0.14
44. H 0.09
45. H 0.14
46. H 0.11
47. H 0.10
48. H 0.10
49. H 0.11
50. H 0.10
51. H 0.11
52. H 0.11
53. H 0.11
54. H 0.12